# 1
Here is a structure of composition C37H44BrO3PSe2Tc in a non-equilibrium geometry from the Open Molecules 2025 dataset. Energies are from the ωB97M-V functional and the def2-TZVPD basis.

Summary:
highest occupied orbital energy (alpha / beta)	-0.48910 / -0.48532	hartree
expectation value of S²	0.766
frontier orbital gap (alpha / beta)	0.1744 / 0.1748	Ha
net charge	+2
2S+1	2

Geometry as XYZ:
```
89
C37H44BrO3PSe2Tc the ωB97M-V functional and the def2-TZVPD basis
Tc -0.85 0.29 -0.35
C -4.61 0.55 0.45
Se -2.98 -0.44 0.81
C -3.37 -2.02 -0.31
C -3.36 -1.71 -1.79
Se -1.57 -1.06 -2.39
C -2.32 0.00 -3.85
H -5.46 -0.08 0.68
H -4.66 0.90 -0.58
H -4.62 1.40 1.13
H -4.34 -2.42 0.00
H -2.60 -2.75 -0.08
H -4.08 -0.94 -2.06
H -3.57 -2.62 -2.36
H -3.06 -0.62 -4.36
H -1.53 0.26 -4.56
H -2.78 0.90 -3.45
C 4.92 -3.71 3.39
C 4.69 -3.60 1.88
C 5.86 -2.83 1.26
C 4.66 -5.02 1.28
C 3.36 -2.95 1.61
C 3.19 -1.86 0.74
C 1.92 -1.42 0.48
Br 1.70 0.08 -0.69
C 0.73 -1.94 1.05
O -0.42 -1.52 0.66
C 0.92 -2.98 2.03
C 2.20 -3.45 2.22
C -0.19 -3.68 2.79
C -0.39 -5.06 2.13
C 0.22 -3.88 4.26
C -1.52 -2.93 2.81
H 5.90 -4.13 3.58
H 4.19 -4.36 3.87
H 4.86 -2.73 3.86
H 6.79 -3.33 1.52
H 5.91 -1.81 1.64
H 5.80 -2.81 0.17
H 5.62 -5.50 1.47
H 4.51 -4.98 0.20
H 3.88 -5.63 1.72
H 4.04 -1.38 0.29
H 2.32 -4.28 2.90
H 0.52 -5.65 2.19
H -0.67 -4.96 1.09
H -1.18 -5.60 2.65
H 1.03 -4.59 4.38
H -0.63 -4.28 4.81
H 0.50 -2.94 4.71
H -2.00 -2.96 1.83
H -1.38 -1.89 3.11
H -2.19 -3.40 3.52
O 1.21 1.68 2.28
C 0.24 2.06 1.68
O -0.77 1.30 1.37
C 0.04 3.49 1.23
C 0.40 4.51 2.11
C 0.19 5.83 1.74
C -0.38 6.13 0.52
C -0.74 5.12 -0.35
C -0.52 3.79 -0.01
P -0.84 2.54 -1.30
C -2.35 3.21 -2.07
C -2.45 3.59 -3.40
C -3.66 4.10 -3.88
C -4.76 4.18 -3.04
C -4.66 3.80 -1.71
C -3.46 3.32 -1.23
C 0.50 2.81 -2.49
C 0.82 1.79 -3.39
C 1.85 1.95 -4.30
C 2.58 3.12 -4.33
C 2.28 4.13 -3.43
C 1.25 3.99 -2.52
H 0.83 4.26 3.07
H 0.47 6.61 2.43
H -0.53 7.16 0.23
H -1.19 5.36 -1.31
H -1.60 3.52 -4.06
H -3.73 4.42 -4.90
H -5.70 4.54 -3.43
H -5.52 3.87 -1.06
H -3.34 3.05 -0.19
H 0.27 0.86 -3.34
H 2.09 1.14 -4.98
H 3.39 3.24 -5.03
H 2.86 5.04 -3.41
H 1.04 4.78 -1.82
```

Taken from the Mulliken analysis, the atomic charges in e are: number 1, Tc, carries 0.46; number 2, C, carries -1.10; number 3, Se, carries 0.42; number 4, C, carries -0.64; number 5, C, carries -1.00; number 6, Se, carries 0.20; number 7, C, carries -0.87; number 8, H, carries 0.48; number 9, H, carries 0.16; number 10, H, carries 0.42; number 11, H, carries 0.73; number 12, H, carries 0.20; number 13, H, carries 0.46; number 14, H, carries 0.50; number 15, H, carries 0.54; number 16, H, carries 0.37; number 17, H, carries 0.14; number 18, C, carries -1.60; number 19, C, carries 1.83; number 20, C, carries -2.12; number 21, C, carries -1.54; number 22, C, carries -0.03; number 23, C, carries -0.57; number 24, C, carries 0.60; number 25, Br, carries -0.06; number 26, C, carries 0.71; number 27, O, carries -0.38; number 28, C, carries -0.46; number 29, C, carries -0.95; number 30, C, carries 2.15; number 31, C, carries -1.57; number 32, C, carries -1.86; number 33, C, carries -1.71; number 34, H, carries 0.47; number 35, H, carries 0.36; number 36, H, carries 0.38; number 37, H, carries 0.45; number 38, H, carries 0.44; number 39, H, carries 0.38; number 40, H, carries 0.47; number 41, H, carries 0.36; number 42, H, carries 0.33; number 43, H, carries 0.64; number 44, H, carries 0.34; number 45, H, carries 0.35; number 46, H, carries 0.29; number 47, H, carries 0.45; number 48, H, carries 0.42; number 49, H, carries 0.49; number 50, H, carries 0.42; number 51, H, carries -0.09; number 52, H, carries 0.44; number 53, H, carries 0.52; number 54, O, carries -0.58; number 55, C, carries -0.47; number 56, O, carries -0.37; number 57, C, carries 0.37; number 58, C, carries -0.64; number 59, C, carries -0.69; number 60, C, carries -0.76; number 61, C, carries -0.78; number 62, C, carries 0.08; number 63, P, carries 2.94; number 64, C, carries -0.16; number 65, C, carries 0.05; number 66, C, carries -0.69; number 67, C, carries -0.65; number 68, C, carries -0.88; number 69, C, carries -0.88; number 70, C, carries 0.55; number 71, C, carries -0.19; number 72, C, carries -0.98; number 73, C, carries -0.76; number 74, C, carries -0.69; number 75, C, carries -0.49; number 76, H, carries 0.55; number 77, H, carries 0.44; number 78, H, carries 0.48; number 79, H, carries 0.63; number 80, H, carries 0.53; number 81, H, carries 0.48; number 82, H, carries 0.43; number 83, H, carries 0.48; number 84, H, carries 0.73; number 85, H, carries 0.33; number 86, H, carries 0.49; number 87, H, carries 0.42; number 88, H, carries 0.47; number 89, H, carries 0.40

# 2
Here is a structure of composition C37H44N3O3P2SSi2Sn in a non-equilibrium geometry from the Open Molecules 2025 dataset. Energies are from the ωB97M-V functional and the def2-TZVPD basis.

Summary:
highest occupied orbital energy (alpha / beta)	-0.35306 / -0.35306	hartree
frontier orbital gap (alpha / beta)	0.1269 / 0.1285	Ha
net charge	+1

Geometry as XYZ:
```
93
C37H44N3O3P2SSi2Sn the ωB97M-V functional and the def2-TZVPD basis
Sn 0.24 -0.56 -2.22
C -4.07 -1.72 -1.36
Si -2.32 -2.40 -1.12
C -2.36 -3.75 0.15
C -1.86 -3.13 -2.78
N -1.20 -1.12 -0.69
P -1.32 -0.23 0.69
C 0.35 -0.11 1.25
P 1.94 -0.69 0.85
N 2.14 -0.68 -0.75
Si 3.70 -1.01 -1.57
C 4.79 -2.19 -0.60
C 3.23 -1.72 -3.21
C 4.55 0.58 -1.67
C 3.03 0.47 1.68
C 2.66 1.81 1.88
C 3.49 2.78 2.45
C 4.80 2.39 2.74
C 5.17 1.06 2.63
C 4.32 0.08 2.12
C 2.06 -2.25 1.73
C 1.88 -3.46 1.04
C 1.68 -4.64 1.69
C 1.61 -4.61 3.06
C 1.88 -3.45 3.79
C 2.10 -2.25 3.13
C -2.18 1.30 0.34
C -2.29 2.35 1.29
C -3.12 3.44 1.04
C -3.83 3.51 -0.15
C -3.74 2.48 -1.13
C -2.91 1.41 -0.85
C -2.22 -0.90 2.09
C -3.51 -0.49 2.40
C -4.15 -0.95 3.58
C -3.44 -1.80 4.43
C -2.14 -2.17 4.15
C -1.53 -1.70 2.98
H -4.86 -2.48 -1.37
H -4.44 -1.06 -0.56
H -4.11 -1.13 -2.29
H -3.34 -4.26 -0.14
H -1.57 -4.48 0.10
H -2.44 -3.40 1.18
H -2.76 -3.72 -3.02
H -1.75 -2.49 -3.66
H -1.07 -3.87 -2.81
H 4.56 -3.25 -0.78
H 5.82 -1.99 -0.95
H 4.73 -1.98 0.45
H 2.81 -2.70 -3.14
H 2.55 -1.12 -3.83
H 4.15 -1.84 -3.79
H 4.48 1.05 -0.69
H 5.55 0.57 -2.08
H 3.96 1.24 -2.32
H 1.69 2.18 1.67
H 3.09 3.79 2.55
H 5.53 3.09 3.09
H 6.21 0.73 2.90
H 4.70 -0.96 2.04
H 1.87 -3.45 -0.06
H 1.53 -5.58 1.12
H 1.34 -5.51 3.63
H 1.72 -3.38 4.86
H 2.29 -1.38 3.74
H -1.73 2.29 2.24
H -3.15 4.25 1.76
H -4.52 4.34 -0.41
H -4.25 2.60 -2.08
H -2.79 0.58 -1.51
H -4.09 0.17 1.77
H -5.07 -0.49 3.82
H -3.93 -2.21 5.31
H -1.60 -2.83 4.81
H -0.51 -2.02 2.72
N 1.01 1.68 -2.12
C 0.08 2.76 -2.52
C -0.44 3.63 -1.55
C -1.39 4.56 -1.89
C -1.87 4.56 -3.19
C -1.34 3.73 -4.16
C -0.36 2.83 -3.82
S -3.17 5.61 -3.61
O -4.26 4.84 -3.01
O -2.90 6.90 -2.99
O -3.09 5.55 -5.08
H 1.37 1.94 -1.19
H 1.84 1.63 -2.76
H -0.02 3.59 -0.57
H -1.85 5.22 -1.15
H -1.76 3.82 -5.15
H 0.13 2.18 -4.55
```

Taken from the Mulliken analysis, the atomic charges in e are: number 1, Sn, carries 0.53; number 2, C, carries -1.06; number 3, Si, carries 0.32; number 4, C, carries -0.85; number 5, C, carries -1.53; number 6, N, carries 0.47; number 7, P, carries 2.07; number 8, C, carries -2.10; number 9, P, carries 1.97; number 10, N, carries 0.32; number 11, Si, carries 0.19; number 12, C, carries -0.81; number 13, C, carries -1.27; number 14, C, carries -0.86; number 15, C, carries 0.39; number 16, C, carries -0.62; number 17, C, carries -0.73; number 18, C, carries -0.63; number 19, C, carries -0.68; number 20, C, carries -0.16; number 21, C, carries 0.63; number 22, C, carries -0.47; number 23, C, carries -0.77; number 24, C, carries -0.53; number 25, C, carries -0.76; number 26, C, carries -0.77; number 27, C, carries 0.92; number 28, C, carries -0.64; number 29, C, carries -0.87; number 30, C, carries -0.66; number 31, C, carries -1.23; number 32, C, carries -0.18; number 33, C, carries 0.03; number 34, C, carries -0.55; number 35, C, carries -0.95; number 36, C, carries -0.57; number 37, C, carries -0.68; number 38, C, carries 0.55; number 39, H, carries 0.53; number 40, H, carries 0.29; number 41, H, carries 0.32; number 42, H, carries 0.36; number 43, H, carries 0.34; number 44, H, carries 0.24; number 45, H, carries 0.36; number 46, H, carries 0.46; number 47, H, carries 0.36; number 48, H, carries 0.34; number 49, H, carries 0.44; number 50, H, carries 0.10; number 51, H, carries 0.35; number 52, H, carries 0.35; number 53, H, carries 0.41; number 54, H, carries 0.22; number 55, H, carries 0.48; number 56, H, carries 0.28; number 57, H, carries 0.41; number 58, H, carries 0.46; number 59, H, carries 0.45; number 60, H, carries 0.38; number 61, H, carries 0.14; number 62, H, carries 0.33; number 63, H, carries 0.44; number 64, H, carries 0.38; number 65, H, carries 0.49; number 66, H, carries 0.46; number 67, H, carries 0.41; number 68, H, carries 0.45; number 69, H, carries 0.44; number 70, H, carries 0.56; number 71, H, carries 0.50; number 72, H, carries 0.39; number 73, H, carries 0.50; number 74, H, carries 0.40; number 75, H, carries 0.50; number 76, H, carries 0.04; number 77, N, carries -0.23; number 78, C, carries 0.66; number 79, C, carries -0.48; number 80, C, carries -1.00; number 81, C, carries 0.02; number 82, C, carries -0.83; number 83, C, carries -0.36; number 84, S, carries 1.26; number 85, O, carries -0.63; number 86, O, carries -0.70; number 87, O, carries -0.73; number 88, H, carries 0.01; number 89, H, carries 0.29; number 90, H, carries 0.26; number 91, H, carries 0.61; number 92, H, carries 0.58; number 93, H, carries 0.46

# 3
Here is a structure of composition C37H44N5O3PRbS in a non-equilibrium geometry from the Open Molecules 2025 dataset. Energies are from the ωB97M-V functional and the def2-TZVPD basis.

Summary:
highest occupied orbital energy (alpha / beta)	-0.07690 / -0.07834	hartree
expectation value of S²	0.758
frontier orbital gap (alpha / beta)	0.2214 / 0.2228	Ha
net charge	-2
2S+1	2

Geometry as XYZ:
```
92
C37H44N5O3PRbS the ωB97M-V functional and the def2-TZVPD basis
Rb 8.35 -17.10 5.75
C 12.15 -17.98 6.16
C 11.04 -18.27 7.20
C 10.36 -19.47 7.18
C 10.58 -20.35 6.01
C 9.45 -19.78 8.17
C 8.75 -21.11 8.27
C 9.06 -18.83 9.13
C 8.09 -19.30 10.21
C 9.72 -17.58 9.09
C 9.36 -16.50 10.08
C 10.80 -17.33 8.23
C 11.69 -16.10 8.45
H 12.68 -17.08 6.43
H 11.72 -17.78 5.18
H 12.82 -18.84 6.08
H 10.30 -19.86 5.08
H 10.22 -21.39 6.13
H 11.67 -20.49 5.89
H 8.70 -21.40 9.24
H 9.18 -21.94 7.74
H 7.68 -20.99 7.96
H 8.55 -20.14 10.73
H 7.18 -19.69 9.75
H 7.81 -18.53 10.94
H 9.56 -15.49 9.66
H 9.84 -16.63 11.02
H 8.28 -16.61 10.36
H 11.39 -15.19 7.97
H 12.69 -16.28 8.03
H 11.93 -15.86 9.50
O 9.43 -14.52 7.40
C 8.59 -13.81 6.84
O 7.54 -14.27 6.33
C 8.93 -12.33 6.54
C 8.03 -11.63 5.73
C 8.32 -10.30 5.37
C 9.43 -9.68 5.91
C 10.31 -10.48 6.67
N 10.03 -11.75 7.06
H 7.20 -12.21 5.31
H 7.61 -9.85 4.71
H 9.70 -8.64 5.77
H 11.17 -10.02 7.22
O 6.63 -19.29 6.21
N 6.44 -20.39 5.42
C 6.96 -20.38 4.17
C 6.94 -21.38 3.34
C 6.22 -22.56 3.67
C 5.58 -22.55 4.88
C 5.68 -21.45 5.80
S 4.87 -21.54 7.31
H 7.61 -19.52 4.01
H 7.42 -21.14 2.39
H 6.10 -23.37 3.03
H 5.04 -23.50 5.17
C 9.27 -18.40 3.03
C 10.04 -18.76 2.13
C 10.94 -19.18 1.08
C 11.20 -20.51 0.91
C 12.22 -20.86 0.09
C 12.95 -20.04 -0.67
C 12.58 -18.67 -0.57
C 11.62 -18.19 0.33
H 10.60 -21.19 1.46
H 12.48 -21.93 0.00
H 13.70 -20.37 -1.38
H 13.22 -18.01 -1.22
H 11.31 -17.16 0.29
C 3.15 -18.04 5.47
N 4.21 -17.08 5.37
C 3.88 -15.74 5.41
N 2.89 -15.40 6.47
C 1.79 -16.34 6.56
N 2.18 -17.75 6.58
C 2.72 -18.10 7.91
P 3.87 -16.87 8.70
C 5.37 -17.37 8.00
C 3.48 -15.20 7.77
H 3.57 -19.02 5.65
H 2.62 -18.14 4.45
H 4.87 -17.44 6.06
H 3.34 -15.49 4.45
H 4.81 -15.12 5.44
H 1.18 -16.16 5.65
H 1.30 -16.18 7.54
H 3.22 -19.06 7.82
H 1.86 -18.20 8.55
H 5.66 -18.43 7.89
H 6.27 -16.79 8.24
H 4.51 -14.84 7.72
H 2.96 -14.53 8.36
```

Taken from the Mulliken analysis, the atomic charges in e are: number 1, Rb, carries 0.60; number 2, C, carries -1.93; number 3, C, carries 1.47; number 4, C, carries 0.87; number 5, C, carries -2.00; number 6, C, carries 1.31; number 7, C, carries -2.52; number 8, C, carries 0.17; number 9, C, carries -1.95; number 10, C, carries 1.76; number 11, C, carries -2.34; number 12, C, carries 0.87; number 13, C, carries -2.13; number 14, H, carries 0.38; number 15, H, carries 0.20; number 16, H, carries 0.34; number 17, H, carries 0.14; number 18, H, carries 0.30; number 19, H, carries 0.44; number 20, H, carries 0.64; number 21, H, carries 0.49; number 22, H, carries 0.30; number 23, H, carries 0.41; number 24, H, carries 0.31; number 25, H, carries 0.37; number 26, H, carries 0.24; number 27, H, carries 0.42; number 28, H, carries 0.28; number 29, H, carries 0.30; number 30, H, carries 0.56; number 31, H, carries 0.39; number 32, O, carries -0.57; number 33, C, carries 0.19; number 34, O, carries -0.68; number 35, C, carries 0.56; number 36, C, carries -0.35; number 37, C, carries -0.42; number 38, C, carries -0.46; number 39, C, carries -0.19; number 40, N, carries -0.40; number 41, H, carries 0.37; number 42, H, carries 0.42; number 43, H, carries 0.34; number 44, H, carries 0.30; number 45, O, carries 0.12; number 46, N, carries -0.09; number 47, C, carries -0.14; number 48, C, carries -0.74; number 49, C, carries -0.33; number 50, C, carries -0.72; number 51, C, carries 0.29; number 52, S, carries -0.46; number 53, H, carries 0.30; number 54, H, carries 0.40; number 55, H, carries 0.47; number 56, H, carries 0.24; number 57, C, carries -0.01; number 58, C, carries -1.24; number 59, C, carries 0.80; number 60, C, carries -0.63; number 61, C, carries -0.16; number 62, C, carries -0.69; number 63, C, carries -0.17; number 64, C, carries -0.72; number 65, H, carries 0.45; number 66, H, carries 0.25; number 67, H, carries 0.38; number 68, H, carries 0.21; number 69, H, carries 0.43; number 70, C, carries -0.68; number 71, N, carries 0.26; number 72, C, carries -0.64; number 73, N, carries 0.02; number 74, C, carries -1.08; number 75, N, carries 0.05; number 76, C, carries -0.42; number 77, P, carries -0.25; number 78, C, carries -0.21; number 79, C, carries -0.51; number 80, H, carries 0.21; number 81, H, carries 0.17; number 82, H, carries 0.03; number 83, H, carries 0.21; number 84, H, carries 0.37; number 85, H, carries 0.26; number 86, H, carries 0.51; number 87, H, carries 0.18; number 88, H, carries 0.38; number 89, H, carries 0.17; number 90, H, carries 0.28; number 91, H, carries 0.12; number 92, H, carries 0.54

Number 1: total energy -257434.09575 eV. Number 2: total energy -100689.12977 eV. Number 3: total energy -73451.07611 eV.